[1]
DFT (ωB97M-V with the def2-TZVPD basis set) results for a 9-piece molecular cluster, C7H26O9 overall at a distorted geometry.

The geometry in XYZ format:
```
42
Properties=species:S:1:pos:R:3
H 1.31133 0.53226 1.31252
C 0.02587 -0.18009 -2.43093
O 4.04643 1.48028 1.01385
C 0.67343 2.79446 -0.31048
H -2.24684 2.92464 2.42500
H 0.21568 -1.54261 2.87129
H -3.55030 1.48255 -0.54734
H 3.30390 -1.75500 -1.21278
O -3.05424 -0.68027 3.20400
H -1.49176 -3.80169 -0.31558
H -1.69082 -3.22892 1.16224
H -0.32150 -2.43161 3.99456
C 0.37673 1.34361 -0.43831
C 0.61369 0.41593 0.48941
H 4.02564 0.52029 0.95882
H -1.58399 0.75604 -1.25699
H 4.57120 -0.94248 -1.15389
H 1.57539 4.34682 0.78432
H 0.23783 3.46039 -1.03345
H -3.02920 1.77246 1.89014
H -2.41774 -0.20578 2.64917
H -2.66372 -1.55397 3.35127
H 3.82198 1.77020 0.12176
O -0.66694 -2.41724 -2.32164
H 1.74128 -4.27176 -1.10631
C 1.38033 3.28077 0.70892
O -3.55244 2.33887 -0.97558
H -1.80278 -1.05533 -3.30313
O -0.35335 -2.29770 3.04391
H 1.18164 -3.78969 -2.36734
O 3.62159 -0.86482 -0.98318
C -0.91275 -1.30278 -2.71296
C -0.55437 0.96560 -1.57213
H -0.83576 1.80882 -2.19226
H 0.93459 -0.53814 -1.95800
H -3.20463 2.97873 -0.34592
O -2.28823 2.34480 1.65384
O 2.03760 -3.82949 -1.91423
H 1.73845 2.64285 1.48639
H 0.06203 -0.49554 0.42881
O -1.75450 -3.04495 0.22338
H 0.47922 0.26948 -3.32117
```

HOMO ... -8.52 eV
SMILES string ... C=CC(=C)CCC=O.O.O.O.O.O.O.O.O
Max |F| ... 1.597 eV/A
Gap between HOMO and LUMO ... 8.64 eV
Energy above the lowest of the compared OMol25 structures with the same formula, charge and spin ... 58.0 kcal/mol
Multiplicity ... 1

[2]
DFT (ωB97M-V with the def2-TZVPD basis set) results for a 7-piece molecular cluster, C7H27NO6 overall at a distorted geometry.

The geometry in XYZ format:
```
41
Properties=species:S:1:pos:R:3
H -2.03657 -1.82611 -0.91345
H -1.51707 -1.59537 -3.48711
H 2.63400 -2.64185 0.99282
H -0.25770 -1.28862 0.78668
C -0.56265 0.37609 -0.60161
H 3.65968 0.16490 -0.34604
H 1.63704 1.34224 0.66147
H -2.47690 -2.27644 0.68249
H -2.05769 3.04527 0.78790
H 1.56051 2.30905 -0.79993
H -0.64821 0.66226 3.99784
C 3.24248 1.07988 -0.76650
O -1.87258 3.22410 1.72245
H -1.14240 1.90165 3.25005
H 3.13457 -0.11557 3.10393
O 0.78256 -2.83893 -1.85487
H 1.26315 -3.64400 -2.06489
C -1.42779 1.22056 -1.15420
O 2.38140 -0.22410 2.51587
H -1.08975 1.82466 -1.99469
H 1.29361 -0.68408 -1.22661
C 1.76707 1.30553 -0.41843
N -2.68998 1.61999 -0.65452
H 1.86418 0.58032 2.64558
H -2.89590 1.28288 0.27479
C -1.02744 -0.57024 0.50306
O 2.10273 -2.05130 0.45427
C -2.23087 -1.40346 0.07517
H -0.91336 3.32504 1.73404
H 3.33169 0.90735 -1.84104
H -0.62428 -2.61202 -2.87993
H 3.83715 1.94730 -0.48612
H -3.17191 -0.86988 -0.04556
H -3.41643 1.38990 -1.31939
H 0.73979 0.66501 -2.14166
O -1.51664 -2.53865 -3.28276
O -0.36580 1.33294 3.36979
H -1.20762 0.00171 1.41898
H 1.01220 -2.62254 -0.93034
C 0.85779 0.29266 -1.11441
H 1.65047 -1.42685 1.04000
```

HOMO ... -8.32 eV
SMILES string ... CCC/C(=C/N)CC.O.O.O.O.O.O
Max |F| ... 2.101 eV/A
Gap between HOMO and LUMO ... 8.59 eV
Energy above the lowest of the compared OMol25 structures with the same formula, charge and spin ... 27.3 kcal/mol
Multiplicity ... 1